101
Properties=species:S:1:pos:R:3:forces:R:3:mulliken_charge:R:1 method="wB97M-V/def2-TZVPD" orbital_gap_ev=4.73 relative_energy_kcal_mol=45.1 spin_multiplicity=1 max_force_ev_per_a=7.09 total_charge=+1
S -1.530219 -0.769802 0.291222 0.3253 -0.0245 -0.0145 -0.18
P 3.025559 -5.251428 -0.342106 0.9964 -1.7448 -0.8212 0.21
P -5.246958 0.293167 3.049663 1.1643 6.0442 3.5117 0.72
P -0.090969 -1.441672 -0.765854 -2.5215 0.7483 0.6892 0.38
P -0.957886 3.364813 -2.606343 5.2681 -2.5066 -3.7939 0.79
P 7.105587 -1.812123 -2.246186 2.9726 1.1358 0.5920 0.23
O 5.520518 0.115805 -1.132971 0.2248 -0.9110 0.3826 -0.56
O 1.444700 -5.226293 -0.807644 0.3907 0.6609 0.5068 -0.43
O 4.533426 1.319132 1.932489 0.1024 -0.3400 -0.2982 -0.45
O -0.837445 2.306902 -1.529046 -2.8953 1.9085 1.3976 -0.72
O -4.074305 0.517715 2.111976 -1.3185 -3.4090 -1.4494 -0.72
O 0.670858 -2.758752 -0.019363 1.2730 1.0645 -0.8456 -0.21
O 1.797768 -2.190084 1.848475 0.1345 -0.2859 -0.8066 -0.44
N -6.594693 -0.386303 4.015969 -0.1153 -2.9594 -2.1557 -0.04
N -1.333346 4.824003 -3.569667 -2.6728 0.8446 2.3447 -0.04
N 0.735630 3.819379 -2.563484 0.8169 0.2121 -0.3797 0.22
N 7.265274 -4.566861 0.260289 -0.2293 0.3355 -0.4803 -0.72
N -1.356383 2.302530 -3.895762 0.1264 -0.9481 0.0585 0.23
N 8.232409 -1.466037 -1.221345 -0.5839 -0.4446 -0.4273 -0.65
N -4.327836 0.563824 4.511160 0.0562 0.2902 0.8312 0.16
N -6.172717 1.649710 2.551833 0.3010 0.6239 -0.5289 0.24
N 5.557363 -2.156994 -1.408272 -0.9281 -0.2936 -0.4942 0.44
C 5.727377 -4.640152 -1.687113 -0.1375 0.2494 0.4648 -1.63
C 1.185321 4.144040 -1.210853 -0.3369 0.0536 0.0820 -1.01
C 3.161454 0.190876 0.282625 0.6440 -0.7026 0.5746 -0.96
C 5.003993 -3.383801 -1.208285 0.0481 -1.7572 -0.7494 0.05
C -0.341421 5.550677 -4.339300 0.7966 -0.1204 0.0632 -0.87
C 3.724565 -1.126567 -0.242918 -1.1677 -0.1259 0.2864 0.59
C -6.777858 -0.120131 5.429902 0.5375 0.3424 0.4565 -0.87
C 2.982512 -5.580693 1.480911 -0.6348 0.7267 -0.4496 -1.14
C -2.738789 1.839703 -3.853749 -0.1799 0.1697 0.4965 -1.20
C -6.725404 -1.838471 3.786725 -0.1834 0.0538 -0.2503 -1.06
C 4.914910 -1.080719 -0.927587 0.3146 1.3305 0.1791 0.40
C 3.130902 -2.382814 -0.074466 0.3743 -0.1435 -0.7051 0.42
C -0.877143 2.329478 -5.257549 0.0450 0.6947 -0.2662 -0.88
C 3.805547 0.397139 1.681466 -0.3556 0.4969 -0.0569 -0.10
C 1.804108 -2.435498 0.672503 -0.2020 -0.0927 0.9972 -0.50
C 1.734029 2.984378 -3.206916 -0.1771 -0.0812 -0.2829 -1.14
C -2.118881 5.790878 -2.774652 -0.2956 -0.1315 -0.0595 -1.04
C -3.125528 -0.266578 4.568016 -0.1009 -0.2153 -0.2704 -1.12
C -6.843396 1.452420 1.274590 0.2169 -0.4465 -0.1700 -1.11
C 6.180299 -6.671124 0.022648 0.1882 0.6587 -0.1770 -1.16
C -3.990572 1.919005 4.925165 -0.2948 0.2312 -0.1187 -1.10
C -6.920658 2.571727 3.373099 -0.3514 -0.3249 0.5606 -0.87
C 3.785991 -3.548503 -0.565147 -1.4830 1.2318 1.1039 0.48
C 6.452548 -5.238096 -0.441465 0.0822 -0.5416 0.1114 1.08
H 3.517213 -0.347369 2.456655 0.0698 0.1165 -0.2954 0.41
H -2.310486 0.145645 3.961713 -0.0018 -0.0829 -0.0507 0.33
H -6.722254 -2.050688 2.712672 0.0429 0.0095 0.0274 0.34
H 6.857167 -0.702822 -3.080130 -0.9287 -0.6430 0.0462 0.13
H -6.798128 0.945071 5.649824 0.1803 0.0230 -0.0991 0.26
H -6.019058 -0.593906 6.059558 0.0169 0.0478 0.0025 0.29
H -3.042031 1.619887 -2.827471 0.0822 0.0389 0.0104 0.35
H 1.389799 -5.551793 -1.713416 -0.0385 -0.0879 0.0642 0.33
H -5.902707 -2.400669 4.246579 -0.0937 -0.1014 0.0682 0.34
H -2.957054 5.282898 -2.287331 0.0505 -0.0022 0.0166 0.34
H -7.143776 3.476712 2.802629 0.0328 -0.1370 -0.1936 0.37
H 0.425941 4.718639 -0.675464 0.0163 -0.0463 0.0271 0.35
H -1.360605 3.108014 -5.866559 0.0361 -0.0013 -0.0473 0.31
H -7.764812 0.861660 1.390969 -0.0862 0.1086 -0.0566 0.31
H 2.089343 4.756118 -1.247831 -0.0065 -0.0050 -0.1460 0.39
H -7.670419 -2.215624 4.183303 0.0365 0.0800 0.0563 0.36
H 7.528666 -2.898882 -3.033197 -1.0529 0.0633 -0.2641 0.15
H 0.201123 4.905551 -5.027477 0.0397 -0.1253 0.1485 0.26
H 0.381140 6.085435 -3.716147 0.0232 -0.0306 -0.0179 0.29
H 5.670895 0.478879 -0.239256 0.1689 0.5700 -0.2959 0.35
H -1.511642 6.268055 -1.995859 -0.0435 0.1373 -0.0428 0.34
H -6.191701 0.926731 0.572859 0.0447 -0.0034 0.0811 0.28
H -3.617104 2.536262 4.099330 0.0397 0.0630 0.0236 0.32
H 2.081554 0.154074 0.459582 0.1939 0.0108 -0.2051 0.29
H 3.444340 0.980005 -0.418860 -0.2979 0.1178 0.3660 0.53
H 1.730014 3.129738 -4.288394 -0.0824 -0.1421 -0.0057 0.26
H -2.778288 -0.360945 5.599603 -0.1222 0.0852 0.0460 0.35
H 1.601071 1.913871 -2.987235 0.0554 -0.0609 -0.0274 0.24
H -2.861290 0.915704 -4.421881 0.1207 0.0571 -0.0882 0.37
H 7.156743 -7.156901 0.128796 -0.2834 -0.0753 -0.1693 0.42
H -7.096561 2.408205 0.812081 -0.0054 0.0510 0.1475 0.36
H 1.931006 -5.795946 1.721117 0.2754 0.1471 0.1026 0.37
H -0.584174 -1.862011 -2.021875 0.8825 -0.4764 0.1618 0.10
H -3.427777 2.595967 -4.257559 -0.0414 -0.0924 -0.1073 0.31
H -1.076457 1.368166 -5.738231 -0.1801 -0.0209 0.1613 0.38
H -7.879240 2.156006 3.719612 -0.0155 0.0326 0.0355 0.32
H -7.755350 -0.508796 5.732098 -0.0427 -0.0899 -0.3338 0.40
H 3.567303 -6.484398 1.663568 -0.0240 0.2193 -0.0479 0.41
H -4.849552 2.413496 5.382012 -0.0234 0.0422 -0.1206 0.27
H 4.957496 -5.318888 -2.068909 0.2553 0.0293 0.2020 0.46
H -3.233576 1.903416 5.711674 0.0850 -0.2153 -0.1119 0.38
H 7.380036 -3.617162 -0.107503 0.2272 0.0012 0.2584 0.29
H -6.356481 2.914756 4.236678 0.0188 -0.1814 0.0301 0.14
H 2.739756 3.277233 -2.895475 -0.1025 0.0685 0.2108 0.40
H 0.201118 2.458036 -5.319633 -0.0361 0.1592 0.0995 0.16
H 0.855091 -0.431509 -1.056185 0.4261 -0.7366 -0.1495 -0.06
H 8.992115 -2.129346 -1.364987 0.1025 0.1260 0.4740 0.27
H -3.332056 -1.275793 4.200695 0.0235 0.0203 -0.0150 0.35
H 5.504603 -7.222628 -0.634550 0.1675 0.0218 0.1765 0.32
H 3.346616 -4.736928 2.076729 -0.1076 -0.2782 0.0191 0.35
H 1.396646 3.244108 -0.618934 -0.0765 0.0194 0.0781 0.17
H -2.544381 6.568765 -3.411370 0.0941 -0.0417 -0.0426 0.36
H 6.420695 -4.453569 -2.510036 0.0052 -0.0369 0.2982 0.50
H -0.858046 6.287539 -4.961327 -0.2975 -0.1298 0.1368 0.39
H 5.777275 -6.595877 1.040059 -0.0584 -0.1798 -0.2819 0.22